DFT (wB97M-V/def2-TZVPD) results for C30H37ClF3N2O6SScSi as an isolated structure.

Summary:
energy above the lowest of the compared OMol25 structures with the same formula, charge and spin = 0.00 kJ/mol
spin multiplicity = 1
LUMO energy = -0.906 eV
HOMO-LUMO gap = 0.2741 hartree
charge = 0

Atoms and positions in Å:
Sc: 0.4345 0.1241 1.3459
Cl: -6.2870 -1.6572 3.9584
C: -4.7429 -1.4818 3.1796
C: -4.5762 -1.9360 1.8671
C: -3.3628 -1.8081 1.2374
C: -2.2673 -1.1943 1.8761
O: -1.1267 -1.0752 1.2532
C: -2.4457 -0.7616 3.2128
C: -1.3457 -0.2808 4.0069
N: -0.1864 0.0412 3.5531
C: 0.8561 0.3433 4.4536
C: 0.7200 0.9602 5.6668
C: 1.8461 1.1594 6.4939
C: 3.0832 0.7360 6.1039
C: 3.2570 0.1251 4.8386
C: 4.5053 -0.3306 4.3577
C: 4.5839 -0.8870 3.1163
C: 3.4230 -0.9550 2.3210
N: 2.2446 -0.5452 2.7318
C: 2.1441 -0.0380 3.9976
C: -3.6884 -0.9233 3.8502
H: -5.4116 -2.3950 1.3555
H: -3.2241 -2.1737 0.2292
H: -1.5176 -0.2564 5.0856
H: -0.2492 1.3160 5.9916
H: 1.7161 1.6519 7.4479
H: 3.9453 0.8742 6.7437
H: 5.3840 -0.2313 4.9832
H: 5.5194 -1.2498 2.7161
H: 3.4730 -1.3398 1.3108
H: -3.8085 -0.6014 4.8771
F: -1.1172 4.6172 1.6040
C: -0.1520 4.0436 2.3208
F: 0.9366 4.8073 2.2511
F: -0.5543 4.0086 3.6070
C: 0.1306 2.6004 1.8595
O: 1.2567 2.1167 2.0916
O: -0.7993 1.9445 1.3360
C: 2.4837 2.3054 -4.5248
C: 1.9535 0.9015 -4.2700
C: 1.1622 0.3966 -5.4713
C: 3.1010 -0.0472 -3.9434
O: 1.0575 1.0227 -3.1555
Si: 0.5699 -0.0617 -2.0391
S: 1.9857 -0.3644 -0.5244
O: 0.1906 -1.4040 -2.8941
C: -0.2868 -2.7258 -2.6090
C: 0.4127 -3.3425 -1.4071
C: 0.0060 -3.5379 -3.8638
C: -1.7876 -2.6527 -2.3450
O: -0.7090 0.5982 -1.2467
C: -1.8270 1.3536 -1.7860
C: -2.1852 0.8887 -3.1934
C: -3.0007 1.1175 -0.8474
C: -1.4222 2.8210 -1.8119
H: 3.1528 2.3134 -5.3867
H: 3.0294 2.6633 -3.6514
H: 1.6553 2.9878 -4.7186
H: 1.8083 0.3127 -6.3471
H: 0.3522 1.0894 -5.7058
H: 0.7339 -0.5812 -5.2525
H: 3.7893 -0.0972 -4.7889
H: 2.7282 -1.0533 -3.7451
H: 3.6472 0.2990 -3.0656
H: 1.4942 -3.2692 -1.5114
H: 0.1336 -4.3952 -1.3336
H: 0.1205 -2.8416 -0.4838
H: 1.0824 -3.5940 -4.0317
H: -0.4558 -3.0656 -4.7316
H: -0.3851 -4.5518 -3.7659
H: -1.9784 -1.9299 -1.5491
H: -2.1693 -3.6274 -2.0349
H: -2.3242 -2.3420 -3.2430
H: -2.4572 -0.1651 -3.1995
H: -1.3586 1.0426 -3.8855
H: -3.0416 1.4645 -3.5486
H: -3.2927 0.0662 -0.8607
H: -3.8568 1.7148 -1.1664
H: -2.7366 1.3985 0.1703
H: -0.5331 2.9473 -2.4309
H: -1.2104 3.1691 -0.8038
H: -2.2286 3.4278 -2.2281

Here are the Löwdin charges for atoms 1 to 8, given in e:
1 Sc 0.892
2 Cl 0.655
3 C -0.669
4 C -0.078
5 C 0.003
6 C -0.313
7 O -0.149
8 C -0.118


DFT (wB97M-V/def2-TZVPD) results for a 6-piece molecular cluster, C30H37N2O19PS overall.

Summary:
spin multiplicity = 1
LUMO energy = -0.667 eV
HOMO-LUMO gap = 0.2709 hartree
SMILES string = C#Cc1c(COC)cc2ncc(CSCC)nc2c1P(=O)(O)O.O=C1OCCO1.O=C1OCCO1.O=C1OCCO1.O=C1OCCO1.O=C1OCCO1
charge = 0

Atoms and positions in Å:
C: -3.1596 -0.5766 2.1192
C: -2.4309 -0.5734 1.1600
C: -1.5436 -0.5277 0.0300
C: -1.8161 0.3551 -1.0547
C: -2.9795 1.3243 -1.1339
O: -4.1620 0.9029 -0.5162
C: -4.5455 1.7054 0.5911
C: -0.9521 0.3637 -2.1089
C: 0.1914 -0.4485 -2.1538
N: 1.0086 -0.3601 -3.2403
C: 2.0524 -1.1215 -3.2118
C: 2.3565 -2.0109 -2.1417
C: 3.6148 -2.8509 -2.1903
S: 4.2849 -3.1544 -0.5347
C: 5.7896 -2.1357 -0.5638
C: 5.8936 -1.2525 0.6801
N: 1.5750 -2.1118 -1.1131
C: 0.4677 -1.3254 -1.0861
C: -0.4329 -1.3714 0.0156
P: -0.1850 -2.5402 1.3960
O: 1.0149 -3.3628 1.3660
O: -1.5319 -3.4250 1.3964
O: -0.3128 -1.6817 2.7424
H: -3.7497 -0.6056 3.0062
H: -2.6511 2.2999 -0.7627
H: -3.1874 1.4502 -2.1993
H: -5.0026 2.6341 0.2480
H: -3.6925 1.9311 1.2327
H: -5.2635 1.1619 1.1970
H: -1.1388 1.0126 -2.9557
H: 2.7325 -1.0652 -4.0567
H: 4.3680 -2.3228 -2.7710
H: 3.3956 -3.7960 -2.6855
H: 6.6439 -2.8082 -0.5942
H: 5.8270 -1.5245 -1.4633
H: 4.9166 -0.8267 0.9001
H: 6.6378 -0.4828 0.5072
H: 6.2145 -1.8405 1.5386
H: -2.2228 -2.9997 0.8728
H: -1.0768 -2.0097 3.2327
O: -5.4929 2.7876 3.5098
C: -5.1980 3.9122 3.2675
O: -5.2674 4.4743 2.0388
C: -5.0428 5.8861 2.1697
C: -4.2655 5.9600 3.4692
O: -4.7359 4.8042 4.1728
H: -4.4935 6.2591 1.3107
H: -6.0046 6.3926 2.2222
H: -3.1885 5.8612 3.3202
H: -4.4687 6.8585 4.0446
O: 4.3890 -2.9219 -7.2241
C: 3.3687 -3.3734 -6.8244
O: 2.1396 -2.8722 -7.0993
C: 1.1557 -3.8001 -6.6333
C: 1.9149 -4.5562 -5.5604
O: 3.2663 -4.4598 -6.0190
H: 0.2853 -3.2691 -6.2573
H: 0.8557 -4.4427 -7.4627
H: 1.8479 -4.0661 -4.5870
H: 1.6109 -5.5954 -5.4749
O: -4.9380 -0.7842 5.8965
C: -3.8095 -0.9386 6.2218
O: -3.2219 -0.3716 7.3002
C: -1.9349 -0.9687 7.4861
C: -1.6123 -1.4768 6.0942
O: -2.9186 -1.7167 5.5533
H: -1.2287 -0.2291 7.8525
H: -2.0251 -1.7764 8.2142
H: -1.1088 -0.7262 5.4815
H: -1.0305 -2.3950 6.0909
O: -6.5995 8.1312 0.3465
C: -6.7946 7.3822 -0.5547
O: -6.8058 6.0327 -0.4401
C: -7.2850 5.4789 -1.6714
C: -6.9739 6.5858 -2.6602
O: -7.0256 7.7534 -1.8325
H: -6.7737 4.5445 -1.8852
H: -8.3553 5.2918 -1.5760
H: -5.9710 6.5002 -3.0813
H: -7.6977 6.6659 -3.4660
O: 8.9337 -0.8788 -0.2279
C: 9.6071 -1.8546 -0.1909
O: 9.1838 -3.0656 0.2440
C: 10.1841 -4.0378 -0.0738
C: 11.4342 -3.1846 -0.1767
O: 10.9031 -1.9175 -0.5760
H: 10.2337 -4.7923 0.7062
H: 9.9229 -4.5124 -1.0209
H: 11.9381 -3.0660 0.7839
H: 12.1457 -3.5419 -0.9157

Here are the Löwdin charges for atoms 1 to 8, given in e:
1 C 0.172
2 C -0.089
3 C -0.148
4 C -0.114
5 C -0.180
6 O -0.170
7 C -0.116
8 C 0.038


Here are the calculated HOMO numbers, same order: -8.37 -8.04 (eV).